1.
{
  "formula": "C24H25N3O4",
  "method": "the ωB97M-V functional and the def2-TZVPD basis",
  "homo_ev": -5.68,
  "max_force_ev_per_a": 3.15,
  "lumo_energy_ev": -1.694,
  "e_above_lowest_kcal_mol": 147.17,
  "orbital_gap_ev": 3.986,
  "symbols": ["O", "O", "O", "O", "N", "N", "N", "C", "C", "C", "C", "C", "C", "C", "C", "C", "C", "C", "C", "C", "C", "C", "C", "C", "C", "C", "C", "C", "C", "C", "C", "H", "H", "H", "H", "H", "H", "H", "H", "H", "H", "H", "H", "H", "H", "H", "H", "H", "H", "H", "H", "H", "H", "H", "H", "H"],
  "xyz": [[4.48484, 2.23679, -1.08770], [3.02096, 1.32796, -2.59862], [-1.38425, -3.63854, -4.71168], [-2.05060, 4.91484, 0.19517], [1.61740, -3.48279, -0.02575], [-1.38725, 0.15358, 3.01314], [2.28588, 1.95493, -0.55388], [-0.58586, -3.57252, -3.55995], [-2.70215, 5.98550, 0.83342], [0.91321, -4.80999, -2.09208], [-1.17979, 1.47580, 1.17542], [0.49407, -1.57540, -0.50410], [4.33562, 2.71897, 0.22424], [1.29543, -2.23178, 0.43566], [2.86292, 2.50893, 0.57445], [-0.74338, -0.57913, 2.05077], [2.46872, -4.45448, 0.65122], [-2.06208, -2.44807, -5.02333], [-2.31824, 2.53319, 3.05044], [-0.59616, 0.18282, 0.88895], [-1.67109, 1.42810, 2.49379], [3.24731, 1.80410, -1.49844], [-2.44738, 3.67256, 2.29933], [0.31443, -2.50358, -1.60032], [-1.94679, 3.75465, 0.97854], [0.13115, -4.74174, -3.21502], [-1.79211, -0.36730, 4.31513], [-0.48617, -2.45119, -2.74465], [-1.32135, 2.64360, 0.42188], [-0.13168, -0.30505, -0.35346], [1.00534, -3.68271, -1.27208], [-0.94624, 2.69488, -0.58108], [-1.05036, -1.56309, -2.95078], [-2.59284, -2.58430, -5.96468], [2.06923, -4.67370, 1.63928], [2.35075, 3.45299, 0.80967], [-1.34776, -1.63345, -5.13683], [0.02557, -5.60142, -3.85384], [-2.78500, -2.21353, -4.24244], [-2.46083, -1.21520, 4.18023], [-2.30458, 0.39009, 4.90224], [4.63162, 3.77737, 0.22321], [-3.71840, 5.69674, 1.10111], [1.63882, -1.82976, 1.37104], [3.47651, -4.05743, 0.75500], [5.01759, 2.14809, 0.86964], [-0.91445, -0.70013, 4.86408], [-2.94272, 4.52564, 2.72892], [1.40946, -5.72208, -1.81227], [2.51972, -5.38041, 0.08226], [-0.37508, 0.25333, -1.24086], [-0.49539, -1.61994, 2.15999], [-2.74547, 6.82871, 0.14607], [-2.14621, 6.28217, 1.72289], [-2.71499, 2.47749, 4.05028], [2.73008, 1.81490, 1.41638]],
  "atomic_forces_ev_per_a": [[0.35, -0.16, -0.58], [1.15, -0.11, -0.77], [1.15, -0.38, 1.31], [0.24, -1.63, 0.69], [-0.23, 0.61, 0.14], [0.53, -0.62, -0.76], [-0.13, -0.87, -2.11], [-0.30, 0.09, -0.37], [-0.07, 0.22, 0.01], [0.15, 0.24, 0.52], [-0.36, 0.55, 0.20], [-0.18, 0.20, 0.18], [0.81, 0.40, 0.53], [-0.26, -0.87, -0.92], [-0.09, 0.53, 1.30], [-0.79, 0.97, 0.68], [0.00, 0.31, 0.05], [-0.11, 0.24, -0.14], [0.29, -1.01, 0.21], [0.37, -0.05, -0.71], [0.16, 0.22, -0.45], [-3.06, -0.61, 0.47], [0.07, 0.53, -0.65], [0.22, -0.29, -0.08], [-0.01, 0.36, -0.23], [-0.38, 0.23, -0.42], [0.14, -0.12, -0.22], [-0.16, -0.32, -0.29], [-0.09, 0.14, 0.08], [0.47, -0.48, 1.05], [-0.36, 0.69, 0.08], [0.27, 0.08, -0.33], [-0.09, 0.27, -0.10], [0.11, -0.19, 0.07], [-0.01, -0.05, 0.03], [0.21, 0.10, 0.50], [-0.06, 0.21, -0.03], [-0.01, -0.16, -0.13], [-0.11, 0.18, 0.05], [-0.08, 0.00, 0.01], [0.06, 0.09, -0.17], [-0.02, -0.18, 0.20], [-0.14, 0.14, 0.10], [0.38, -0.13, 0.07], [0.05, -0.01, -0.01], [-0.07, 0.23, 0.02], [0.04, 0.04, 0.08], [-0.06, 0.00, 0.15], [0.11, -0.26, -0.13], [-0.10, 0.14, -0.04], [0.03, 0.18, -0.23], [-0.15, -0.06, 0.32], [0.12, -0.18, -0.10], [-0.07, 0.16, 0.12], [-0.08, 0.16, 0.18], [0.16, 0.22, 0.56]]
}


2.
{
  "formula": "C24H25N3O5",
  "method": "the ωB97M-V functional and the def2-TZVPD basis",
  "homo_ev": -8.45,
  "max_force_ev_per_a": 0.91,
  "lumo_energy_ev": -0.352,
  "e_above_lowest_kcal_mol": 47.95,
  "smiles": "CCCOc1ccc([C@@H]2C(C(=O)c3ccco3)=C(O)C(=O)N2CCCn2ccnc2)cc1",
  "orbital_gap_ev": 8.096,
  "symbols": ["O", "O", "O", "O", "O", "N", "N", "N", "C", "C", "C", "C", "C", "C", "C", "C", "C", "C", "C", "C", "C", "C", "C", "C", "C", "C", "C", "C", "C", "C", "C", "C", "H", "H", "H", "H", "H", "H", "H", "H", "H", "H", "H", "H", "H", "H", "H", "H", "H", "H", "H", "H", "H", "H", "H", "H", "H"],
  "xyz": [[4.00120, 1.66589, 1.56206], [5.45264, -2.25467, 0.45791], [2.15613, 3.62142, 0.76080], [-2.51496, -2.68015, -0.73026], [3.14805, -1.78997, -1.00939], [1.55310, 2.14058, -0.91059], [-2.53259, 2.56449, 0.48411], [-4.38185, 1.42184, 0.86840], [-0.85476, 2.64772, -1.29676], [0.12907, -0.73387, -2.22205], [0.60756, 2.95979, -1.62446], [-5.06157, -4.15986, 1.56660], [7.10948, -0.85102, 0.92760], [-3.11556, -2.95604, 0.52227], [-0.95451, -1.56763, -2.05764], [3.07013, 0.46382, -0.36886], [-4.68686, 2.74324, 0.78363], [-4.33988, -3.82810, 0.26791], [6.69561, -2.15351, 0.91860], [0.76480, -0.17492, -1.11962], [2.24424, 2.56309, 0.16213], [1.91836, 0.78893, -1.29617], [3.20635, 1.48010, 0.50825], [-1.15142, 2.83236, 0.19482], [-3.55599, 3.46783, 0.54100], [0.30352, -0.49156, 0.14864], [3.69754, -0.86213, -0.44315], [6.02269, -0.10126, 0.44200], [5.01940, -1.00541, 0.17357], [-0.78183, -1.33133, 0.32640], [-3.09356, 1.34865, 0.68158], [-1.43354, -1.87139, -0.78037], [-5.39413, -3.24954, 2.05992], [-3.39386, 4.51912, 0.41920], [5.99003, 0.95758, 0.29773], [2.23977, 0.77168, -2.34480], [-5.69490, 3.08520, 0.90440], [-4.40351, -4.69875, 2.24493], [3.76228, 2.53371, 1.94155], [-1.48787, 3.32090, -1.87811], [0.80087, -0.08364, 1.01773], [-1.09243, 1.62237, -1.58505], [-4.01983, -4.74382, -0.23171], [-2.51714, 0.44509, 0.67887], [0.48648, -0.51426, -3.21730], [-0.53491, 2.14236, 0.77731], [-1.10348, -1.56676, 1.32909], [-0.91186, 3.85385, 0.50208], [-5.00967, -3.29363, -0.40681], [-1.45537, -2.00390, -2.90690], [0.77514, 2.83257, -2.69809], [-3.42069, -2.01967, 1.00922], [-2.40618, -3.48372, 1.17500], [-5.93087, -4.78036, 1.36640], [0.82903, 3.99518, -1.34758], [8.06353, -0.47916, 1.23976], [7.18854, -3.05933, 1.21420]],
  "atomic_forces_ev_per_a": [[-0.14, 0.12, 0.01], [-0.46, -0.39, -0.14], [0.05, 0.08, 0.16], [0.04, -0.03, -0.20], [0.14, 0.19, 0.08], [0.20, -0.02, 0.09], [-0.30, -0.08, 0.20], [-0.27, -0.54, 0.09], [0.19, 0.06, 0.20], [0.05, 0.04, 0.24], [-0.39, 0.18, -0.06], [0.12, 0.06, -0.20], [0.03, -0.59, 0.05], [-0.30, -0.18, 0.17], [-0.20, -0.13, 0.12], [-0.07, 0.52, 0.27], [0.06, 0.26, -0.07], [0.26, 0.19, 0.10], [0.68, 0.57, 0.18], [-0.10, -0.05, -0.02], [-0.01, 0.15, -0.07], [0.07, -0.31, 0.00], [0.06, -0.38, -0.31], [0.44, 0.01, -0.45], [-0.23, 0.23, 0.01], [0.07, 0.08, -0.31], [0.17, -0.36, 0.02], [-0.71, -0.44, -0.23], [0.50, 0.69, 0.05], [-0.21, -0.25, 0.09], [0.12, -0.12, 0.03], [0.23, 0.20, -0.15], [-0.08, 0.06, 0.11], [0.07, 0.22, -0.02], [-0.09, 0.22, -0.02], [0.00, 0.03, 0.07], [-0.17, 0.17, 0.02], [0.02, -0.07, 0.12], [-0.04, -0.09, -0.12], [-0.04, -0.01, -0.02], [0.05, 0.02, 0.11], [-0.08, 0.06, -0.01], [0.00, 0.01, -0.07], [0.20, -0.13, -0.02], [0.06, 0.02, -0.13], [-0.05, 0.14, 0.01], [-0.07, -0.03, 0.07], [-0.01, -0.13, 0.07], [0.02, -0.01, -0.06], [-0.08, -0.05, -0.11], [0.05, 0.07, 0.07], [0.08, -0.05, -0.01], [-0.03, 0.09, -0.04], [-0.08, -0.05, 0.06], [0.02, -0.07, -0.13], [0.21, 0.01, 0.07], [-0.04, -0.17, 0.01]]
}


3.
{
  "formula": "C24H25O7S2",
  "method": "the ωB97M-V functional and the def2-TZVPD basis",
  "homo_ev": -3.14,
  "max_force_ev_per_a": 3.54,
  "lumo_energy_ev": 2.201,
  "e_above_lowest_kcal_mol": 0.00,
  "orbital_gap_ev": 5.344,
  "charge": -1,
  "symbols": ["S", "S", "O", "O", "O", "O", "O", "O", "O", "C", "C", "C", "C", "C", "C", "C", "C", "C", "C", "C", "C", "C", "C", "C", "C", "C", "C", "C", "C", "C", "C", "C", "C", "H", "H", "H", "H", "H", "H", "H", "H", "H", "H", "H", "H", "H", "H", "H", "H", "H", "H", "H", "H", "H", "H", "H", "H", "H"],
  "xyz": [[3.57795, -1.04647, -0.87889], [1.86712, 0.20579, -3.00190], [0.60073, -0.44767, -3.24510], [2.13849, 1.51106, -3.54588], [4.69755, -0.37020, -0.25028], [1.85569, -0.73091, 2.77635], [3.02366, -2.25161, -0.29450], [-1.01690, 2.08514, 1.31527], [1.63524, 1.53616, 2.64986], [1.19129, 2.30862, -0.73599], [-1.99182, -1.92479, 2.33487], [-3.51376, 0.04476, 1.93884], [4.61147, -1.76883, -5.28304], [-0.17908, 0.00114, 2.06744], [5.45936, -2.28581, -4.29963], [-2.49367, 0.86244, 2.72609], [3.96734, -1.78100, 3.10992], [3.23498, -0.47452, 3.03495], [0.14997, 4.81556, -1.45364], [2.28070, 0.13059, -1.26615], [3.47566, -1.04566, -4.91532], [-1.15043, 1.05614, 1.97389], [-0.51971, 3.63780, -1.84723], [5.17675, -2.10689, -2.94497], [-2.96914, -1.26397, 1.36314], [0.00625, 2.40433, -1.49142], [1.35801, 4.74518, -0.74382], [3.19704, -0.87771, -3.55870], [1.83023, 3.50754, -0.33160], [1.15259, 0.40522, 2.54096], [4.02684, -1.40204, -2.58372], [1.83054, 1.04992, -0.37714], [-0.53547, -1.44650, 2.25661], [6.36505, -2.82067, -4.58313], [-0.00708, -1.99664, 1.45028], [-0.30219, 5.77407, -1.65695], [2.82288, -0.59643, -5.65755], [-3.82388, -1.94235, 1.23440], [-1.98637, -3.01178, 2.16768], [-0.06352, -1.79042, 3.20360], [4.83851, -1.91353, -6.33988], [3.32631, 0.10466, 3.95925], [2.29262, 1.00946, 0.59374], [-2.90264, 1.86074, 2.91700], [3.37008, -2.54411, 3.61700], [-2.28032, 0.38321, 3.69283], [-0.51836, 1.48122, -1.76932], [3.63425, 0.14744, 2.22638], [-4.34403, -0.21454, 2.61802], [-1.45139, 3.67479, -2.42892], [2.72893, 3.41472, 0.27018], [1.92240, 5.65764, -0.47687], [4.18579, -2.13542, 2.09730], [5.84496, -2.45980, -2.16516], [-2.51919, -1.12791, 0.37263], [-2.35304, -1.75208, 3.35892], [4.90859, -1.61640, 3.64963], [-3.94594, 0.66038, 1.14384]],
  "atomic_forces_ev_per_a": [[-0.59, -0.08, -0.13], [0.39, -0.81, 0.39], [0.45, 0.39, -0.11], [-0.18, -0.32, -0.06], [-0.70, -0.51, -0.23], [1.68, -0.05, 0.48], [0.60, 0.71, -0.26], [0.07, 0.44, 0.28], [0.34, -0.45, 0.25], [-1.09, 1.35, -0.11], [0.12, 0.15, -0.18], [-0.35, -0.02, 0.06], [-0.30, 0.13, 0.15], [1.19, 1.44, 1.06], [0.00, -0.02, 0.29], [0.39, 0.09, -0.05], [0.30, -0.25, -0.19], [-0.18, 0.33, 0.12], [0.02, -0.76, -0.01], [-0.30, 0.43, -0.10], [0.19, -0.20, 0.18], [-0.70, -0.34, -0.25], [0.36, 0.47, 0.27], [-0.21, 0.19, -0.04], [-0.24, -0.29, 0.18], [0.32, -0.54, 0.13], [-0.34, 0.14, 0.06], [-0.07, 0.37, -0.08], [-0.06, -0.99, -0.34], [-2.97, -0.07, -1.93], [0.08, 0.10, -0.09], [1.46, -0.48, -0.90], [0.62, -0.75, 0.53], [-0.23, 0.11, 0.03], [-0.34, -0.05, 0.32], [0.08, 0.15, -0.21], [0.09, -0.07, 0.07], [0.09, 0.08, -0.20], [0.00, 0.20, 0.12], [-0.17, -0.13, -0.54], [-0.02, 0.05, 0.31], [0.01, -0.05, -0.04], [-0.12, 0.11, 0.51], [0.12, -0.12, 0.00], [0.11, 0.12, 0.08], [-0.12, 0.12, -0.21], [0.23, 0.43, 0.12], [0.08, -0.02, 0.19], [0.12, 0.13, -0.15], [0.46, 0.10, 0.40], [-0.08, 0.14, -0.01], [-0.53, -0.58, -0.11], [0.01, -0.10, 0.23], [-0.05, -0.06, -0.17], [0.09, 0.07, 0.18], [-0.09, -0.19, -0.18], [-0.10, -0.24, -0.13], [0.07, -0.01, 0.01]]
}